Molecular formula: C4H6N2O
Method: DFT, ωB97M-V with the def2-TZVPD basis set

As for the energy above the lowest of the compared OMol25 structures with the same formula, charge and spin: 44.3 kcal/mol. Its LUMO energy is 0.75 eV. For the highest occupied orbital energy, the calculation gives -8.40 eV.

Last column: Löwdin charge in e.
CARTESIAN COORDINATES (ANGSTROEM)
H (-0.662, -1.754, -1.343)  0.049
C (-0.731, -1.526, -0.311)  -0.048
N (-0.744, 0.167, 1.553)  0.120
N (1.557, 0.565, -1.198)  0.090
H (-1.831, -1.657, -0.215)  0.080
H (1.252, -0.198, -1.823)  0.076
H (-0.564, 2.089, 2.519)  0.153
C (-0.259, 1.375, 1.683)  -0.171
H (-0.422, -2.470, 0.250)  0.101
C (0.560, 0.647, -0.203)  -0.342
O (0.716, 1.627, 0.760)  0.055
H (1.429, 1.383, -1.993)  0.162
C (-0.299, -0.246, 0.322)  -0.325

Atomic forces in eV per Å
1.084 0.523 -1.183
-1.932 -2.118 2.287
-0.939 1.792 -0.100
-1.536 2.116 -3.428
0.322 0.539 0.287
0.483 -0.153 0.713
1.092 -0.960 -1.560
0.360 -1.331 1.285
0.251 1.304 -0.581
1.231 0.217 1.252
-1.145 1.393 -0.418
0.473 -1.943 2.916
0.256 -1.379 -1.469

Molecular formula: C4H6N2O
Method: DFT, ωB97M-V with the def2-TZVPD basis set

As for the energy above the lowest of the compared OMol25 structures with the same formula, charge and spin: 83.2 kcal/mol. Its LUMO energy is 0.36 eV. For the highest occupied orbital energy, the calculation gives -8.62 eV.

Last column: Löwdin charge in e.
CARTESIAN COORDINATES (ANGSTROEM)
H (-0.480, -2.568, 0.875)  0.121
C (-0.219, -1.576, 0.561)  0.017
H (-1.416, -1.135, -1.188)  0.119
H (0.238, 0.599, -2.208)  0.081
C (-0.698, -0.841, -0.436)  -0.023
H (-0.170, 2.044, -1.784)  0.078
O (0.675, -0.477, 2.466)  0.025
H (1.325, 1.298, 1.021)  0.155
N (0.912, 0.482, 0.607)  0.062
N (0.319, 1.242, -1.426)  0.074
H (-1.023, 1.119, 0.588)  0.248
C (0.679, -0.697, 1.249)  -0.484
C (-0.142, 0.511, -0.325)  -0.473

Atomic forces in eV per Å
0.033 -0.115 0.068
0.285 -0.788 -1.420
-0.146 0.186 0.106
0.506 0.086 -0.311
-0.185 -0.692 -0.249
-0.542 0.395 0.674
0.884 -3.109 1.626
-0.352 -0.266 0.359
0.897 -3.072 -2.949
-0.674 -0.021 -2.912
1.360 -1.103 -3.255
-0.387 4.352 5.187
-1.678 4.147 3.076

Molecular formula: C4H6N2O
Method: DFT, ωB97M-V with the def2-TZVPD basis set

As for the energy above the lowest of the compared OMol25 structures with the same formula, charge and spin: 133.2 kcal/mol. Its LUMO energy is -0.29 eV. For the highest occupied orbital energy, the calculation gives -8.54 eV.

Last column: Löwdin charge in e.
CARTESIAN COORDINATES (ANGSTROEM)
H (0.595, -1.496, 1.563)  0.098
H (2.526, 1.046, -0.435)  0.047
H (-0.534, -1.961, 0.247)  0.086
H (-1.131, -1.718, 1.908)  0.104
O (-0.773, 1.014, 1.617)  0.155
C (-0.661, 0.064, 0.932)  -0.318
C (0.599, 0.480, -0.991)  -0.220
N (-1.661, 0.253, -0.714)  -0.011
C (-0.413, -1.383, 1.156)  -0.004
C (1.760, 1.049, -1.199)  0.010
H (2.012, 1.460, -2.171)  0.057
N (-0.488, -0.069, -1.280)  -0.073
H (-1.830, 1.263, -0.633)  0.070

Atomic forces in eV per Å
-0.084 -0.169 -0.020
0.000 -0.081 -0.059
0.062 0.161 -0.004
0.000 0.257 -0.048
1.316 -0.733 -0.585
-4.711 0.966 -0.268
-0.075 0.201 -2.211
-1.107 -0.373 3.312
0.768 -0.136 -0.033
0.418 -0.174 0.370
-0.242 0.255 0.163
3.073 -0.225 -0.541
0.582 0.052 -0.076

Molecular formula: C4H6N2O
Method: DFT, ωB97M-V with the def2-TZVPD basis set

As for the energy above the lowest of the compared OMol25 structures with the same formula, charge and spin: 96.1 kcal/mol. Its LUMO energy (alpha / beta) is 0.21 / 0.21 eV. For the highest occupied orbital energy (alpha / beta), the calculation gives -6.94 / -6.94 eV.

Last column: Löwdin charge in e.
CARTESIAN COORDINATES (ANGSTROEM)
H (-2.219, 0.439, -0.972)  0.112
C (1.368, 0.844, 0.478)  -0.058
H (-0.312, 2.216, -0.019)  0.098
H (1.141, -0.369, -1.406)  0.066
N (-1.952, -0.177, -0.220)  0.169
O (1.501, -1.072, -0.829)  -0.111
H (-2.206, -1.142, -0.378)  0.114
C (1.445, -0.617, 0.568)  -0.322
N (0.011, -0.914, 0.852)  0.093
C (-0.702, 0.018, 0.260)  -0.378
C (0.090, 1.235, 0.198)  -0.032
H (2.244, 1.487, 0.516)  0.107
H (-0.244, -1.892, 0.858)  0.143

Atomic forces in eV per Å
-0.172 0.121 0.213
-0.197 0.224 -0.283
0.028 -0.081 0.131
0.040 -0.193 0.328
-0.097 0.081 0.126
1.373 -0.338 0.126
-0.037 0.174 0.037
-0.029 0.126 0.017
-0.309 -0.139 -0.564
-0.372 0.014 0.346
0.038 -0.010 0.147
-0.174 -0.123 -0.362
-0.092 0.144 -0.261

Molecular formula: C4H6N2O
Method: DFT, ωB97M-V with the def2-TZVPD basis set

As for the energy above the lowest of the compared OMol25 structures with the same formula, charge and spin: 67.9 kcal/mol. Its LUMO energy is 0.73 eV. For the highest occupied orbital energy, the calculation gives -9.92 eV.

Last column: Löwdin charge in e.
CARTESIAN COORDINATES (ANGSTROEM)
C (0.715, -0.052, -1.523)  -0.055
H (-0.400, 0.997, -2.955)  0.086
H (-1.250, 0.093, 0.676)  0.140
N (-0.995, 0.113, 2.758)  0.028
C (0.774, -0.079, 1.084)  -0.505
H (-0.673, -0.745, -2.930)  0.085
H (-0.837, -0.796, 3.201)  0.087
H (-0.349, 0.747, 3.241)  0.088
N (-0.566, 0.012, 1.426)  -0.044
H (0.817, -0.097, -3.651)  0.076
O (1.720, -0.134, 1.857)  0.055
C (0.098, 0.028, -2.840)  -0.093
C (0.947, -0.087, -0.344)  0.054

Atomic forces in eV per Å
-0.477 0.056 0.329
0.161 -0.103 -0.004
0.284 0.055 0.632
0.455 -0.208 0.204
0.435 -0.038 0.645
0.185 0.059 -0.009
-0.129 0.250 -0.127
-0.298 -0.108 -0.261
0.900 -0.061 -0.339
-0.070 0.020 0.013
-1.075 0.077 0.151
0.158 -0.027 -0.339
-0.532 0.027 -0.896

Molecular formula: C4H6N2O
Method: DFT, ωB97M-V with the def2-TZVPD basis set

As for the energy above the lowest of the compared OMol25 structures with the same formula, charge and spin: 90.7 kcal/mol. Its LUMO energy is 0.52 eV. For the highest occupied orbital energy, the calculation gives -8.87 eV.

Last column: Löwdin charge in e.
CARTESIAN COORDINATES (ANGSTROEM)
H (0.314, -2.029, -1.433)  0.061
N (0.379, 0.587, 0.757)  -0.117
O (-0.396, 1.728, 0.977)  0.013
H (1.737, -1.506, -0.389)  0.054
H (-0.435, 1.773, 1.951)  0.128
H (-1.826, -1.139, -1.148)  0.082
H (-2.149, -0.016, 0.165)  0.080
C (0.709, -1.339, -0.693)  0.043
N (2.934, 1.053, 1.135)  0.154
H (-1.562, 0.596, -1.400)  0.088
C (1.809, 0.845, 0.948)  -0.173
C (-0.040, -0.336, -0.197)  -0.368
C (-1.472, -0.218, -0.672)  -0.045

Atomic forces in eV per Å
-0.132 0.259 0.291
4.018 0.595 1.206
0.197 -0.028 0.254
-0.038 0.150 -0.033
-0.227 0.020 -0.443
0.427 0.186 0.124
0.104 0.107 -0.177
0.324 0.670 0.618
-1.145 -0.256 -0.101
-0.089 -0.011 0.205
-2.589 -0.423 -0.666
-0.621 -1.630 -1.599
-0.229 0.360 0.323

Molecular formula: C4H6N2O
Method: DFT, ωB97M-V with the def2-TZVPD basis set

As for the energy above the lowest of the compared OMol25 structures with the same formula, charge and spin: 42.3 kcal/mol. Its LUMO energy is 0.57 eV. For the highest occupied orbital energy, the calculation gives -8.07 eV.

Last column: Löwdin charge in e.
CARTESIAN COORDINATES (ANGSTROEM)
H (0.557, 2.075, -0.354)  0.100
O (2.473, 0.197, 0.602)  0.105
H (-2.564, 1.519, -0.658)  0.033
C (0.328, 1.022, -0.259)  0.016
H (-0.778, -1.664, -0.963)  0.127
H (2.772, 1.095, 0.397)  0.125
H (1.162, -1.944, 0.636)  0.144
C (-0.756, -1.079, -0.038)  -0.133
C (-0.975, 0.382, -0.312)  -0.407
C (1.175, 0.084, 0.277)  -0.395
N (-2.235, 0.617, -0.359)  0.092
N (0.581, -1.117, 0.568)  0.073
H (-1.740, -1.188, 0.464)  0.121

Atomic forces in eV per Å
-0.020 -0.133 -0.084
-0.211 0.122 -0.086
0.406 0.684 0.106
-0.149 0.100 0.064
0.042 0.132 0.020
-0.077 -0.239 0.011
-0.280 0.177 -0.148
-0.164 0.012 -0.201
-0.395 -0.056 -0.155
-0.405 -0.003 0.052
0.085 0.469 -0.651
-0.083 0.119 0.274
1.251 -1.384 0.800

Molecular formula: C4H6N2O
Method: DFT, ωB97M-V with the def2-TZVPD basis set

As for the energy above the lowest of the compared OMol25 structures with the same formula, charge and spin: 25.4 kcal/mol. Its LUMO energy is 0.69 eV. For the highest occupied orbital energy, the calculation gives -8.16 eV.

Last column: Löwdin charge in e.
CARTESIAN COORDINATES (ANGSTROEM)
C (0.729, -0.144, -0.179)  -0.383
H (2.706, -0.473, -0.809)  0.075
H (2.400, -1.028, 0.831)  0.076
H (-1.963, -0.621, -1.796)  0.096
N (-0.196, 0.396, 0.737)  0.153
H (2.600, 0.693, 0.508)  0.075
O (-2.442, 0.678, 0.903)  0.075
C (-1.229, -0.337, -1.066)  -0.098
C (-1.400, 0.290, 0.123)  -0.412
H (-0.326, 1.214, 1.329)  0.170
N (0.118, -0.625, -1.230)  0.093
C (2.186, -0.236, 0.112)  -0.029
H (-3.183, 0.193, 0.537)  0.110

Atomic forces in eV per Å
-0.114 0.505 0.325
0.039 -0.037 -0.118
-0.054 0.006 0.039
-0.096 -0.056 -0.094
-0.376 0.358 -0.738
-0.130 0.001 -0.013
-0.415 -0.012 -0.719
-0.271 -0.042 0.000
-0.133 -1.062 -0.132
1.828 -0.281 0.506
0.259 0.421 0.707
0.058 0.033 0.012
-0.595 0.166 0.226

Molecular formula: C4H6N2O
Method: DFT, ωB97M-V with the def2-TZVPD basis set

As for the energy above the lowest of the compared OMol25 structures with the same formula, charge and spin: 33.9 kcal/mol. Its LUMO energy is 0.65 eV. For the highest occupied orbital energy, the calculation gives -7.23 eV.

Last column: Löwdin charge in e.
CARTESIAN COORDINATES (ANGSTROEM)
H (-1.519, -2.387, 0.091)  0.107
H (-2.752, -0.244, 0.629)  0.160
O (1.295, -1.622, -0.472)  -0.033
H (-1.363, 1.811, 0.535)  0.133
H (2.361, 0.424, 0.363)  0.096
N (-1.767, -0.254, 0.395)  0.027
H (1.938, 0.596, -1.303)  0.097
C (1.630, 0.917, -0.296)  -0.013
C (-0.976, 0.820, 0.329)  -0.093
H (1.702, 1.997, -0.202)  0.080
C (-1.071, -1.408, 0.105)  -0.035
C (0.253, -1.039, -0.163)  -0.503
N (0.270, 0.389, -0.010)  -0.023

Atomic forces in eV per Å
-0.034 0.166 0.039
0.384 0.235 -0.062
-0.160 -0.411 -0.011
0.502 -0.120 -0.140
-0.522 0.210 0.004
0.252 0.150 -0.041
-0.422 0.194 0.279
-0.293 0.252 0.096
0.335 -0.113 -0.100
-0.269 0.024 0.066
0.144 -0.126 -0.048
0.004 -0.188 -0.028
0.077 -0.273 -0.055

Molecular formula: C4H6N2O
Method: DFT, ωB97M-V with the def2-TZVPD basis set

As for the energy above the lowest of the compared OMol25 structures with the same formula, charge and spin: 34.8 kcal/mol. Its LUMO energy is 0.61 eV. For the highest occupied orbital energy, the calculation gives -10.86 eV.

Last column: Löwdin charge in e.
CARTESIAN COORDINATES (ANGSTROEM)
C (0.226, -0.247, 0.959)  -0.219
H (-2.151, 1.908, -0.990)  0.075
N (-1.193, 0.123, -3.573)  0.172
H (2.223, 0.503, 0.657)  0.082
H (-0.175, 0.703, 1.316)  0.103
H (1.967, -0.315, 2.213)  0.081
C (-1.043, 0.240, -2.433)  -0.109
O (-0.052, -0.379, -0.451)  -0.032
H (-0.302, -1.064, 1.462)  0.127
C (1.725, -0.339, 1.146)  -0.068
C (-0.921, 0.472, -0.993)  -0.467
H (2.115, -1.269, 0.723)  0.080
N (-1.558, 1.368, -0.365)  0.175

Atomic forces in eV per Å
0.033 0.042 0.228
0.045 -0.070 0.036
0.161 0.091 1.116
-0.054 -0.122 0.073
0.059 -0.136 -0.040
-0.041 0.005 -0.144
-0.173 -0.066 -1.045
-0.030 0.048 -0.126
0.064 0.110 -0.064
0.023 -0.025 0.005
-0.180 0.243 0.157
-0.045 0.111 0.055
0.135 -0.232 -0.249

Molecular formula: C4H6N2O
Method: DFT, ωB97M-V with the def2-TZVPD basis set

As for the energy above the lowest of the compared OMol25 structures with the same formula, charge and spin: 137.3 kcal/mol. Its LUMO energy is 0.70 eV. For the highest occupied orbital energy, the calculation gives -7.17 eV.

Last column: Löwdin charge in e.
CARTESIAN COORDINATES (ANGSTROEM)
H (-0.795, -1.803, -0.406)  0.105
C (-1.087, 1.597, 0.378)  -0.003
H (-0.771, 2.359, -0.336)  0.050
H (-2.497, 0.685, -1.243)  0.142
C (-0.871, 0.266, 0.041)  -0.366
N (-2.237, 0.683, -0.260)  0.052
O (3.176, -0.507, 0.485)  -0.034
C (1.967, -0.004, 0.135)  -0.154
N (1.128, -1.040, 0.113)  -0.030
C (-0.264, -0.907, -0.107)  -0.108
H (3.782, 0.242, 0.490)  0.077
H (-2.995, 0.425, 0.362)  0.132
H (1.473, -1.970, 0.344)  0.136

Atomic forces in eV per Å
0.055 0.174 0.012
0.033 -0.060 -0.137
-0.042 -0.121 0.081
0.154 0.068 0.177
-0.038 0.033 0.007
-0.325 -0.167 -0.082
0.014 0.317 -0.044
-0.101 -0.612 0.017
0.140 0.323 0.038
-0.077 0.033 -0.016
-0.030 -0.149 0.010
0.205 0.072 -0.062
0.011 0.089 -0.003

Molecular formula: C4H6N2O
Method: DFT, ωB97M-V with the def2-TZVPD basis set

As for the energy above the lowest of the compared OMol25 structures with the same formula, charge and spin: 125.6 kcal/mol. Its LUMO energy is 0.89 eV. For the highest occupied orbital energy, the calculation gives -9.53 eV.

Last column: Löwdin charge in e.
CARTESIAN COORDINATES (ANGSTROEM)
H (0.150, -0.037, 1.632)  0.113
H (-0.888, 1.239, -0.721)  0.233
H (-0.473, 1.623, 1.374)  0.123
H (2.464, 0.248, -1.271)  0.098
N (0.391, -0.433, -1.067)  -0.002
H (-2.248, -0.137, 0.925)  0.124
C (0.357, 0.839, -0.398)  -0.245
C (-0.669, -1.162, -0.545)  -0.407
C (-0.315, 0.638, 0.918)  -0.261
C (1.670, 0.031, -0.554)  -0.013
N (-1.448, -0.042, 0.296)  0.015
O (-1.057, -2.244, -0.871)  0.109
H (2.067, -0.564, 0.285)  0.114

Atomic forces in eV per Å
0.477 0.028 0.248
3.270 0.760 -1.011
-0.543 -0.399 -0.037
-0.600 0.022 -0.185
-0.743 -0.339 0.222
0.190 -1.083 -0.625
-0.641 0.465 0.061
-1.417 0.512 0.433
0.167 -0.360 0.390
-0.151 0.187 -0.136
0.417 -1.157 -0.098
-0.075 0.563 0.729
-0.351 0.800 0.009

Q: The lowest energy above the lowest of the compared OMol25 structures with the same formula, charge and spin belongs to which entry?
A: number 8

Q: Which value of energy above the lowest of the compared OMol25 structures with the same formula, charge and spin does entry 1 give?
A: 44.3 kcal/mol

Q: Which of these has the highest energy above the lowest of the compared OMol25 structures with the same formula, charge and spin?
A: number 11

Q: Which of these has the lowest energy above the lowest of the compared OMol25 structures with the same formula, charge and spin?
A: number 8